Formula: C38H57IO16P
Source: OMol25
Level of theory: the ωB97M-V functional and the def2-TZVPD basis

Each line ends with the Löwdin charge.
Cartesian coordinates (Å):
C 2.97 1.74 3.07  -0.08
C 4.15 2.10 2.10  -0.20
C 4.11 3.56 1.57  -0.19
O 3.55 3.68 0.26  -0.08
C 2.16 3.64 0.32  -0.22
C 1.55 2.38 0.19  0.08
C 0.18 2.34 0.29  -0.07
C -0.59 3.49 0.51  -0.06
C 0.01 4.72 0.60  0.07
C 1.40 4.77 0.50  -0.14
C 2.06 6.15 0.60  -0.10
C 1.65 6.72 1.99  -0.83
O 2.01 6.16 2.98  0.00
I 0.42 8.48 2.19  0.79
C -2.09 3.25 0.64  -0.25
O -2.90 4.00 0.16  0.15
C -2.43 1.99 1.42  -0.02
C -3.47 1.98 2.35  -0.03
C -4.32 3.23 2.64  -0.69
O -5.56 3.09 2.77  -0.05
O -3.73 4.32 2.77  -0.03
C -3.70 0.79 3.04  0.00
C -2.95 -0.33 2.83  -0.07
C -1.91 -0.34 1.91  -0.27
P -0.89 -1.84 1.67  0.71
O -1.63 -3.03 1.18  -0.46
C -1.67 0.84 1.21  -0.09
C -0.55 1.00 0.19  -0.26
O -0.27 0.17 -0.65  0.07
H 2.29 1.03 2.58  0.06
H 3.32 1.28 4.01  0.07
H 2.40 2.66 3.27  0.07
H 5.10 1.88 2.60  0.10
H 4.07 1.44 1.23  0.09
H 3.59 4.17 2.32  0.11
H 5.15 3.90 1.51  0.12
H 2.15 1.48 0.04  0.14
H -0.58 5.62 0.77  0.13
H 3.15 6.09 0.51  0.12
H 1.64 6.84 -0.15  0.10
H -4.50 0.80 3.78  0.12
H -3.15 -1.25 3.39  0.11
H -0.27 -2.09 2.93  0.01
H 0.18 -1.57 0.78  0.02
C -0.90 -1.68 -3.06  -0.09
O -0.25 -2.18 -4.22  -0.20
C 0.75 -1.31 -4.72  -0.20
C 1.90 -2.10 -5.31  -0.18
O 2.75 -2.71 -4.35  -0.15
C 2.23 -3.82 -3.62  -0.18
C 2.04 -5.08 -4.45  -0.20
O 0.90 -4.97 -5.28  -0.20
C 1.04 -5.68 -6.50  -0.12
H -1.55 -0.84 -3.33  0.09
H -1.51 -2.48 -2.64  0.09
H -0.18 -1.37 -2.30  0.06
H 1.13 -0.66 -3.93  0.13
H 0.29 -0.70 -5.51  0.13
H 2.54 -1.39 -5.85  0.12
H 1.55 -2.83 -6.05  0.12
H 1.31 -3.55 -3.09  0.12
H 2.98 -4.04 -2.86  0.13
H 1.88 -5.93 -3.77  0.13
H 2.94 -5.26 -5.04  0.12
H 1.97 -5.40 -7.01  0.08
H 0.20 -5.41 -7.14  0.09
H 1.02 -6.76 -6.32  0.09
C -8.27 -5.18 4.81  -0.12
O -8.17 -3.82 5.17  -0.20
C -6.96 -3.51 5.83  -0.20
C -6.48 -2.11 5.48  -0.18
O -5.94 -1.98 4.18  -0.14
C -6.84 -2.06 3.08  -0.17
C -7.78 -0.87 2.96  -0.19
O -8.82 -0.94 3.93  -0.21
C -9.24 0.34 4.35  -0.11
H -8.41 -5.81 5.70  0.08
H -9.14 -5.29 4.16  0.09
H -7.39 -5.50 4.25  0.09
H -6.17 -4.23 5.56  0.12
H -7.13 -3.57 6.91  0.12
H -5.66 -1.87 6.16  0.13
H -7.26 -1.37 5.66  0.12
H -7.39 -3.00 3.08  0.11
H -6.21 -2.07 2.19  0.13
H -8.26 -0.89 1.97  0.13
H -7.21 0.05 3.06  0.13
H -8.39 0.96 4.67  0.09
H -9.90 0.21 5.21  0.08
H -9.79 0.85 3.55  0.09
C 5.04 3.15 -4.34  -0.11
O 5.93 2.40 -3.54  -0.20
C 5.69 2.56 -2.15  -0.19
C 5.97 1.28 -1.39  -0.18
O 4.98 0.27 -1.56  -0.12
C 4.90 -0.38 -2.82  -0.17
C 6.07 -1.29 -3.13  -0.19
O 7.23 -0.54 -3.48  -0.20
C 8.43 -1.17 -3.10  -0.12
H 5.26 4.22 -4.26  0.09
H 5.18 2.83 -5.37  0.09
H 4.00 2.96 -4.06  0.09
H 4.65 2.86 -1.96  0.11
H 6.35 3.35 -1.78  0.13
H 5.95 1.52 -0.32  0.11
H 6.97 0.90 -1.60  0.12
H 4.74 0.34 -3.62  0.12
H 4.01 -1.00 -2.77  0.12
H 5.81 -1.93 -3.98  0.13
H 6.27 -1.92 -2.25  0.13
H 8.41 -1.44 -2.03  0.09
H 9.24 -0.46 -3.25  0.09
H 8.61 -2.06 -3.70  0.09

## Properties
- HOMO energy (eV) = -5.0
- net charge = -1
- 2S+1 = 1
- gap between HOMO and LUMO (eV) = 6.67

---

Formula: C38H57IP2PtSi
Source: OMol25
Level of theory: the ωB97M-V functional and the def2-TZVPD basis

Each line ends with the Löwdin charge.
Cartesian coordinates (Å):
Pt -0.64 -0.82 0.47  0.59
C -0.24 -1.00 3.96  -0.20
Si -0.05 0.16 2.54  0.39
C 1.80 0.31 2.40  -0.31
C 2.55 1.08 3.28  -0.08
C 3.94 0.90 3.35  -0.10
C 4.62 0.02 2.56  -0.07
C 3.88 -0.93 1.77  -0.07
C 2.49 -0.75 1.70  -0.35
P 1.48 -1.67 0.44  0.88
C 1.75 -3.50 0.65  -0.44
C 1.20 -4.24 -0.58  -0.24
C 1.66 -5.68 -0.62  -0.22
C 1.32 -6.43 0.68  -0.18
C 1.78 -5.63 1.94  -0.20
C 1.26 -4.17 1.93  -0.20
C 2.17 -1.42 -1.32  -0.39
C 3.13 -0.16 -1.43  -0.19
C 3.28 0.45 -2.84  -0.21
C 2.89 -0.44 -4.05  -0.19
C 1.58 -1.27 -3.83  -0.19
C 0.98 -1.26 -2.38  -0.24
C -1.11 1.67 2.75  -0.28
C -1.14 2.32 3.97  -0.09
C -2.17 3.24 4.24  -0.09
C -3.19 3.45 3.35  -0.08
C -3.18 2.80 2.09  -0.08
C -2.14 1.94 1.74  -0.37
P -1.91 1.27 0.09  0.96
C -3.64 0.88 -0.57  -0.41
C -4.42 2.09 -1.19  -0.20
C -3.93 2.48 -2.60  -0.21
C -3.97 1.30 -3.59  -0.18
C -3.34 -0.02 -3.04  -0.20
C -3.74 -0.30 -1.60  -0.24
C -0.99 2.58 -0.91  -0.40
C 0.51 2.37 -0.70  -0.23
C 1.30 3.64 -1.01  -0.20
C 0.89 4.73 -0.04  -0.21
C -0.59 4.80 0.28  -0.19
C -1.45 4.02 -0.71  -0.20
H -0.35 -0.34 4.82  0.01
H 0.61 -1.64 4.19  0.03
H -1.19 -1.60 3.86  0.01
H 2.14 1.92 3.84  0.10
H 4.49 1.51 4.08  0.10
H 5.71 -0.05 2.52  0.10
H 4.37 -1.67 1.18  0.09
H 2.88 -3.66 0.62  0.13
H 1.51 -3.74 -1.51  0.07
H 0.08 -4.14 -0.65  0.13
H 2.71 -5.78 -0.93  0.11
H 1.18 -6.13 -1.54  0.12
H 1.78 -7.42 0.68  0.10
H 0.20 -6.50 0.73  0.12
H 2.87 -5.68 2.04  0.11
H 1.45 -6.15 2.85  0.10
H 1.52 -3.59 2.81  0.10
H 0.12 -4.26 1.93  0.12
H 2.69 -2.42 -1.54  0.11
H 4.19 -0.48 -1.15  0.11
H 2.91 0.54 -0.59  0.09
H 4.27 0.88 -3.09  0.10
H 2.70 1.41 -2.88  0.10
H 3.77 -1.11 -4.26  0.11
H 2.86 0.20 -4.97  0.11
H 1.71 -2.34 -4.13  0.11
H 0.80 -0.89 -4.52  0.10
H 0.23 -2.11 -2.27  0.10
H 0.46 -0.33 -2.21  0.05
H -0.35 2.07 4.70  0.10
H -2.18 3.61 5.24  0.09
H -4.05 4.09 3.60  0.11
H -4.00 3.05 1.39  0.10
H -4.19 0.55 0.32  0.04
H -4.38 2.98 -0.56  0.07
H -5.49 1.88 -1.22  0.12
H -2.96 2.97 -2.66  0.08
H -4.60 3.32 -2.87  0.12
H -3.44 1.61 -4.48  0.10
H -5.05 1.21 -3.86  0.12
H -2.27 -0.08 -3.14  0.09
H -3.61 -0.88 -3.73  0.12
H -3.02 -1.08 -1.27  0.04
H -4.81 -0.72 -1.59  0.14
H -1.16 2.26 -1.90  0.07
H 0.80 1.55 -1.36  0.07
H 0.77 2.07 0.32  0.09
H 1.20 3.90 -2.11  0.13
H 2.40 3.49 -0.94  0.11
H 1.27 5.73 -0.38  0.12
H 1.50 4.56 0.85  0.10
H -0.95 5.85 0.28  0.11
H -0.77 4.42 1.32  0.11
H -1.51 4.48 -1.72  0.12
H -2.54 4.12 -0.44  0.11
I -3.68 -1.88 1.92  0.73
C -2.11 -2.42 0.53  -0.80
H -2.45 -2.76 -0.41  -0.06
H -1.60 -3.19 1.12  -0.09

## Properties
- expectation value of S² = 2.007
- HOMO energy (alpha / beta) (eV) = -4.6 / -7.5
- net charge = 0
- 2S+1 = 3
- gap between HOMO and LUMO (alpha / beta) (eV) = 5.22 / 6.87

---

Formula: C38H57IrN3O3PSTe
Source: OMol25
Level of theory: the ωB97M-V functional and the def2-TZVPD basis

Each line ends with the Löwdin charge.
Cartesian coordinates (Å):
Ir 1.40 -1.02 -0.76  0.83
C 2.80 6.55 4.20  0.01
O 3.11 5.66 5.29  0.03
C 3.85 4.61 5.11  -0.22
C 4.08 3.81 6.26  0.06
C 4.81 2.67 6.18  0.05
C 5.27 2.22 4.92  -0.23
C 5.10 3.05 3.77  0.05
C 4.41 4.22 3.87  0.04
N 5.88 1.03 4.85  0.18
N 6.08 0.24 3.95  0.19
C 5.43 -0.23 2.90  -0.15
C 6.20 -0.70 1.80  0.06
C 5.63 -0.98 0.60  0.07
C 4.22 -0.85 0.41  -0.30
O 3.66 -0.92 -0.70  -0.22
C 3.40 -0.64 1.60  -0.14
N 2.08 -0.77 1.42  0.01
C 1.28 -0.63 2.47  -0.06
C 1.76 -0.38 3.75  0.02
C 3.12 -0.25 3.94  0.04
C 3.98 -0.36 2.84  -0.05
H 2.23 7.36 4.64  0.11
H 2.20 6.04 3.45  0.11
H 3.71 6.95 3.75  0.11
H 3.66 4.15 7.20  0.15
H 4.99 2.07 7.06  0.14
H 5.55 2.76 2.83  0.13
H 4.31 4.85 2.99  0.12
H 7.28 -0.75 1.91  0.15
H 6.24 -1.27 -0.24  0.15
H 0.21 -0.76 2.30  0.11
H 1.07 -0.31 4.58  0.13
H 3.51 -0.11 4.94  0.13
C 1.88 2.47 -1.43  -0.39
Te 2.41 0.82 -2.68  1.36
C 1.24 1.67 -4.27  -0.37
H 2.22 3.38 -1.92  0.02
H 2.34 2.38 -0.45  -0.01
H 0.80 2.51 -1.33  -0.01
H 0.20 1.78 -3.97  -0.01
H 1.32 1.04 -5.15  0.02
H 1.66 2.65 -4.48  0.02
C 0.83 -4.47 -1.42  -0.34
S 1.88 -3.18 -2.13  0.76
C 3.49 -3.78 -1.59  -0.35
H 1.17 -4.71 -0.41  0.05
H 0.90 -5.36 -2.05  0.06
H -0.19 -4.11 -1.41  0.01
H 3.69 -4.72 -2.09  0.06
H 3.49 -3.92 -0.51  0.05
H 4.23 -3.04 -1.88  0.04
O -0.59 -0.66 -1.48  -0.55
P -2.07 -1.01 -1.63  0.91
C -2.47 -2.38 -0.45  -0.33
C -3.98 -2.57 -0.15  -0.17
C -4.27 -2.58 1.36  -0.19
C -3.42 -3.62 2.08  -0.17
C -1.92 -3.49 1.74  -0.17
C -1.64 -2.29 0.83  -0.24
C -3.02 0.54 -1.36  -0.33
C -2.21 1.72 -1.90  -0.21
C -3.11 2.96 -1.99  -0.17
C -4.14 2.98 -0.85  -0.18
C -3.58 2.30 0.39  -0.18
C -3.32 0.80 0.13  -0.17
C -2.22 -1.78 -3.31  -0.33
C -1.92 -0.80 -4.45  -0.18
C -3.12 0.02 -4.92  -0.18
C -4.35 -0.86 -5.18  -0.18
C -4.69 -1.70 -3.95  -0.18
C -3.50 -2.58 -3.56  -0.17
H -2.10 -3.26 -0.99  0.10
H -4.30 -3.54 -0.54  0.12
H -4.58 -1.80 -0.64  0.10
H -5.33 -2.81 1.50  0.13
H -4.11 -1.59 1.79  0.10
H -3.77 -4.61 1.81  0.12
H -3.57 -3.52 3.15  0.11
H -1.57 -4.40 1.24  0.11
H -1.33 -3.39 2.65  0.11
H -0.57 -2.26 0.58  0.05
H -1.87 -1.37 1.38  0.09
H -3.96 0.46 -1.92  0.11
H -1.77 1.51 -2.88  0.08
H -1.38 1.90 -1.21  0.10
H -3.63 2.97 -2.95  0.11
H -2.49 3.86 -1.96  0.12
H -5.06 2.47 -1.15  0.12
H -4.42 4.01 -0.63  0.12
H -4.26 2.41 1.23  0.12
H -2.64 2.80 0.66  0.11
H -4.19 0.23 0.44  0.11
H -2.46 0.49 0.73  0.10
H -1.38 -2.48 -3.24  0.11
H -1.55 -1.39 -5.30  0.13
H -1.10 -0.14 -4.15  0.08
H -2.85 0.54 -5.84  0.12
H -3.39 0.77 -4.18  0.09
H -4.15 -1.53 -6.02  0.12
H -5.19 -0.24 -5.46  0.12
H -5.55 -2.33 -4.15  0.12
H -4.96 -1.04 -3.12  0.10
H -3.30 -3.26 -4.39  0.13
H -3.76 -3.20 -2.70  0.09

## Properties
- expectation value of S² = 0.785
- HOMO energy (alpha / beta) (eV) = -14.9 / -15.3
- relative energy (zero: lowest compared OMol25 entry of this formula, charge and spin) (eV) = 3.3115
- net charge = +3
- 2S+1 = 2
- gap between HOMO and LUMO (alpha / beta) (eV) = 4.30 / 4.74

---

Formula: C38H57N2PPtSi
Source: OMol25
Level of theory: the ωB97M-V functional and the def2-TZVPD basis

Each line ends with the Löwdin charge.
Cartesian coordinates (Å):
Pt 0.35 -0.21 0.21  0.87
C -1.36 -1.32 0.83  -0.36
Si -1.26 -1.42 2.67  0.59
C -0.92 0.37 3.19  -0.23
N 0.12 0.97 2.34  -0.29
C 1.46 0.80 2.92  -0.21
C 1.71 1.66 4.16  -0.18
C 1.45 3.13 3.84  -0.19
C 0.05 3.29 3.25  -0.18
C -0.13 2.39 2.04  -0.21
C 0.10 -2.59 3.23  -0.27
C 0.43 -3.70 2.46  -0.11
C 1.36 -4.63 2.90  -0.11
C 1.99 -4.46 4.12  -0.09
C 1.68 -3.36 4.91  -0.08
C 0.73 -2.44 4.46  -0.10
C -2.85 -1.95 3.52  -0.23
C -4.00 -1.15 3.43  -0.10
C -5.19 -1.53 4.02  -0.09
C -5.27 -2.74 4.71  -0.09
C -4.15 -3.54 4.80  -0.09
C -2.96 -3.15 4.22  -0.09
H -2.22 -0.70 0.53  0.01
H -1.43 -2.27 0.30  -0.01
H -0.71 0.50 4.26  0.08
H -1.85 0.91 3.01  0.09
H 2.18 1.07 2.14  0.10
H 1.60 -0.26 3.14  0.10
H 2.73 1.50 4.49  0.11
H 1.06 1.34 4.98  0.10
H 2.18 3.47 3.10  0.12
H 1.58 3.75 4.73  0.11
H -0.13 4.33 2.96  0.12
H -0.70 3.05 4.01  0.11
H 0.57 2.68 1.25  0.10
H -1.13 2.47 1.62  0.12
H -0.03 -3.84 1.49  0.10
H 1.61 -5.49 2.28  0.11
H 2.72 -5.18 4.47  0.11
H 2.16 -3.22 5.86  0.10
H 0.49 -1.60 5.09  0.10
H -3.96 -0.22 2.89  0.10
H -6.07 -0.90 3.93  0.10
H -6.20 -3.04 5.16  0.10
H -4.21 -4.48 5.34  0.10
H -2.09 -3.80 4.31  0.10
N -0.49 2.03 -1.89  -0.02
C -0.18 1.22 -1.12  -0.50
C 5.33 -3.21 1.25  -0.19
C 4.02 -3.97 1.00  -0.18
C 2.90 -3.03 0.54  -0.22
C 3.47 -1.89 -0.31  -0.43
C 4.33 -0.99 0.60  -0.20
C 5.03 -1.79 1.71  -0.19
P 2.13 -0.94 -1.13  0.94
C 2.87 0.52 -1.97  -0.44
C 3.17 1.71 -1.06  -0.23
C 3.26 2.99 -1.90  -0.18
C 3.89 2.71 -3.27  -0.20
C 4.85 1.53 -3.19  -0.20
C 4.08 0.24 -2.88  -0.19
C 1.48 -1.94 -2.54  -0.40
C 2.51 -2.68 -3.42  -0.19
C 2.47 -4.18 -3.19  -0.20
C 1.11 -4.77 -3.58  -0.19
C -0.03 -3.80 -3.25  -0.19
C 0.34 -2.87 -2.10  -0.23
H 5.92 -3.17 0.33  0.11
H 5.94 -3.74 1.98  0.11
H 3.71 -4.48 1.91  0.08
H 4.19 -4.74 0.24  0.11
H 2.40 -2.58 1.40  0.09
H 2.13 -3.59 0.01  0.08
H 4.11 -2.32 -1.10  0.11
H 3.69 -0.22 1.05  0.08
H 5.07 -0.46 -0.01  0.11
H 4.39 -1.83 2.59  0.11
H 5.94 -1.27 2.01  0.11
H 2.02 0.83 -2.60  0.09
H 4.10 1.54 -0.51  0.10
H 2.38 1.82 -0.31  0.06
H 3.86 3.73 -1.36  0.11
H 2.26 3.40 -2.02  0.10
H 4.40 3.60 -3.64  0.11
H 3.11 2.48 -4.00  0.11
H 5.59 1.72 -2.40  0.11
H 5.42 1.41 -4.12  0.11
H 4.76 -0.49 -2.44  0.10
H 3.73 -0.20 -3.82  0.11
H 1.00 -1.15 -3.15  0.12
H 3.52 -2.30 -3.26  0.08
H 2.29 -2.48 -4.47  0.12
H 2.68 -4.39 -2.14  0.10
H 3.27 -4.67 -3.76  0.11
H 0.96 -5.72 -3.07  0.11
H 1.11 -4.98 -4.65  0.11
H -0.94 -4.36 -3.00  0.11
H -0.28 -3.19 -4.12  0.12
H 0.63 -3.46 -1.23  0.09
H -0.51 -2.26 -1.78  0.09

## Properties
- expectation value of S² = 2.005
- HOMO energy (alpha / beta) (eV) = -7.0 / -8.0
- net charge = 0
- 2S+1 = 3
- gap between HOMO and LUMO (alpha / beta) (eV) = 7.57 / 7.36

---

These records have molar mass values of 927.7 925.9 986.8 796.0 g mol⁻¹, in the order they appear.